No. 1
C6H4O in the gas phase. Source: the OMol25 dataset; level of theory: ωB97M-V with the def2-TZVPD basis set.

Summary:
Orbital gap in Ha: 0.377
Electronic energy in Ha: -306.11648
F_max in eV/Å: 0.799
Energy above the lowest of the compared OMol25 structures with the same formula, charge and spin in kcal per mole: 59.64
SMILES string: C#CC#CCC=O

ORCA input file:
```
! RIJCOSX wB97M-V def2-TZVPD def2/J DEFGRID3
* xyz 0 1
C -0.327 2.701 2.143
C -0.470 1.685 1.514
C -0.630 0.561 0.745
C -0.834 -0.394 0.035
C -0.405 -1.306 -1.004
C 1.122 -1.212 -1.083
O 1.750 -0.368 -0.500
H -0.305 3.562 2.764
H -0.805 -0.924 -1.945
H -0.722 -2.348 -0.938
H 1.625 -1.955 -1.731
*
```

No. 2
C6H4S in the gas phase at a distorted geometry. Source: the OMol25 dataset; level of theory: ωB97M-V with the def2-TZVPD basis set.

Summary:
Orbital gap in Ha: 0.290
Electronic energy in Ha: -628.99255
F_max in eV/Å: 3.047
Energy above the lowest of the compared OMol25 structures with the same formula, charge and spin in kcal per mole: 64.18

ORCA input file:
```
! RIJCOSX wB97M-V def2-TZVPD def2/J DEFGRID3
* xyz 0 1
C 1.067 0.231 0.659
C 0.916 0.516 -0.655
C 0.000 -0.358 1.480
C -0.286 0.207 -1.443
C -1.213 -0.565 1.063
C -1.509 -0.102 -1.105
S -2.579 -0.929 0.190
H 1.883 0.353 1.326
H 1.633 0.887 -1.337
H 0.392 -0.607 2.398
H -0.302 0.366 -2.577
*
```

No. 3
21 unconnected molecules or ions with the total composition C6H52BrNO22PS at a distorted geometry. Source: the OMol25 dataset; level of theory: ωB97M-V with the def2-TZVPD basis set.

Summary:
Orbital gap in Ha: 0.221
Electronic energy in Ha: -5283.51429
F_max in eV/Å: 1.261
Energy above the lowest of the compared OMol25 structures with the same formula, charge and spin in kcal per mole: 0.00

ORCA input file:
```
! RIJCOSX wB97M-V def2-TZVPD def2/J DEFGRID3
* xyz -1 1
N 1.400 -0.059 1.454
C 1.260 0.134 0.203
C -0.053 0.173 -0.513
C -0.907 -1.124 -0.519
C -2.040 -0.946 -1.554
C -3.415 -0.559 -0.970
C -3.815 -1.428 0.211
Br -4.774 -0.381 1.564
P -0.097 -2.563 -0.898
O 0.591 -2.572 -2.370
O 1.263 -2.725 0.000
S -1.083 -4.253 -0.691
H 2.400 -0.062 1.648
H 2.157 0.264 -0.403
H 0.161 0.519 -1.535
H -0.649 0.973 -0.060
H -1.760 -0.147 -2.247
H -2.188 -1.838 -2.165
H -4.182 -0.692 -1.736
H -3.439 0.500 -0.730
H -4.518 -2.186 -0.098
H -2.953 -1.877 0.689
H 0.679 -1.665 -2.666
H 1.027 -3.394 0.648
O 0.675 2.478 2.712
H 0.784 1.759 2.059
H 1.431 2.376 3.298
O 3.761 -2.271 -1.666
H 2.904 -2.268 -1.217
H 4.309 -2.801 -1.074
O -6.740 0.660 -1.545
H -7.640 1.004 -1.566
H -6.398 0.894 -0.675
O -5.289 -3.866 -1.636
H -5.586 -4.730 -1.932
H -5.121 -3.369 -2.442
O 2.499 4.496 1.065
H 2.911 5.240 1.512
H 1.889 4.120 1.715
O -2.644 2.498 -2.138
H -3.523 2.857 -2.286
H -2.398 2.801 -1.257
O 2.108 5.520 -1.833
H 2.504 5.196 -1.015
H 1.710 4.735 -2.220
O -2.259 1.532 2.402
H -1.653 1.105 3.022
H -2.740 0.784 2.022
O -1.047 -0.819 3.726
H -0.434 -1.210 4.352
H -1.520 -1.561 3.336
O 3.428 2.256 -0.652
H 3.870 2.262 -1.508
H 3.458 3.170 -0.346
O -9.699 0.599 -2.237
H -10.003 -0.255 -2.557
H -9.622 1.143 -3.027
O -4.352 2.207 4.472
H -3.791 1.823 3.782
H -3.814 2.926 4.814
O -1.064 4.557 1.383
H -1.922 4.289 1.724
H -0.445 4.024 1.898
O 6.422 -3.186 -2.785
H 5.538 -2.795 -2.798
H 6.310 -3.994 -2.275
O 6.173 2.032 -1.926
H 6.305 1.362 -1.247
H 6.870 1.875 -2.571
O 4.521 0.132 -3.633
H 5.000 0.871 -3.241
H 3.900 -0.164 -2.959
O 3.375 -4.962 -0.623
H 2.498 -4.556 -0.677
H 3.235 -5.773 -0.127
O -1.375 2.488 5.316
H -1.087 1.696 5.775
H -0.959 2.429 4.447
O 3.725 -2.219 2.065
H 2.917 -2.257 1.536
H 4.400 -1.936 1.437
O 6.146 -3.546 0.536
H 5.503 -3.827 1.198
H 6.982 -3.921 0.821
*
```

No. 4
A molecular structure, C6H54NO25S at a distorted geometry. Source: the OMol25 dataset; level of theory: ωB97M-V with the def2-TZVPD basis set.

Summary:
Orbital gap in Ha: 0.251
Electronic energy in Ha: -2594.72908
F_max in eV/Å: 7.674
Energy above the lowest of the compared OMol25 structures with the same formula, charge and spin in kcal per mole: 0.00

ORCA input file:
```
! RIJCOSX wB97M-V def2-TZVPD def2/J DEFGRID3
* xyz -1 1
C 51.459 38.911 56.250
O 50.496 39.504 55.368
C 49.138 39.297 55.745
C 48.302 39.964 54.547
N 46.808 39.618 54.697
H 46.346 40.117 53.798
H 46.803 38.650 54.751
C 45.916 40.167 55.748
C 45.958 41.819 55.865
O 45.044 42.024 56.855
C 44.580 43.347 57.083
H 51.441 37.821 56.163
H 51.025 39.133 57.291
H 52.352 39.430 56.125
H 48.865 39.787 56.636
H 48.832 38.207 55.853
H 48.526 39.626 53.602
H 48.645 41.039 54.817
H 46.244 39.642 56.695
H 44.888 39.703 55.622
H 45.448 42.172 54.956
H 46.892 42.234 56.088
H 44.963 44.165 57.525
H 43.806 43.204 57.800
H 44.408 43.659 56.159
S 46.489 40.602 50.937
O 45.513 39.637 50.475
O 46.154 41.054 52.295
O 47.752 39.962 51.077
O 46.514 41.791 50.132
O 49.716 39.828 59.233
H 48.907 39.761 59.699
H 49.781 40.598 58.804
O 49.902 42.861 55.969
H 49.693 43.217 55.042
H 50.768 42.289 55.910
O 51.518 38.322 53.096
H 51.259 38.858 53.842
H 50.880 38.659 52.433
O 55.008 38.581 56.911
H 54.742 37.629 57.302
H 55.853 38.799 56.983
O 47.239 35.017 57.293
H 47.522 35.516 57.990
H 47.428 35.693 56.693
O 46.978 36.975 54.689
H 46.314 36.526 54.303
H 47.833 36.826 54.255
O 50.023 40.729 51.938
H 48.998 40.490 51.777
H 50.056 41.699 52.243
O 51.202 37.494 58.704
H 51.150 38.487 58.831
H 51.976 37.168 58.212
O 49.169 42.163 57.875
H 48.253 42.504 58.258
H 49.422 42.549 56.972
O 43.253 40.445 57.575
H 44.009 41.095 57.229
H 42.922 40.671 58.392
O 41.685 43.525 54.997
H 42.241 43.207 54.389
H 41.794 44.500 55.301
O 44.956 38.197 57.576
H 44.544 37.734 56.907
H 44.264 38.730 57.994
O 53.665 40.479 57.727
H 54.245 39.954 57.306
H 53.148 40.950 57.145
O 46.766 43.446 52.849
H 46.997 43.747 52.036
H 46.392 42.497 52.701
O 43.722 41.139 52.930
H 44.631 41.024 52.545
H 43.485 42.033 52.990
O 49.224 43.177 53.293
H 48.292 43.323 53.019
H 49.705 43.772 52.738
O 48.596 37.548 51.629
H 48.438 38.485 51.352
H 48.661 37.323 50.641
O 53.407 36.450 57.406
H 53.977 36.030 58.135
H 53.462 35.981 56.633
O 54.505 40.475 54.800
H 53.560 40.818 54.729
H 54.565 39.825 55.460
*
```

No. 5
2 unconnected molecules or ions with the total composition C6H5BrCl3N3OPS. Source: the OMol25 dataset; level of theory: ωB97M-V with the def2-TZVPD basis set.

Summary:
Orbital gap in Ha: 0.277
Electronic energy in Ha: -5165.01599
F_max in eV/Å: 0.932

ORCA input file:
```
! RIJCOSX wB97M-V def2-TZVPD def2/J DEFGRID3
* xyz 1 1
O 1.594 0.493 0.363
P 0.802 0.224 -1.041
Br 0.684 -1.971 -1.158
C -0.910 0.798 -0.512
C -1.207 2.084 -0.931
N -2.369 2.649 -0.623
N -3.328 2.096 0.090
C -3.105 0.879 0.498
C -1.906 0.162 0.228
N -1.762 -1.103 0.766
C -2.345 -2.076 0.280
S -3.074 -3.297 -0.296
H 1.011 0.771 1.080
H -0.505 2.668 -1.516
H -2.568 3.589 -0.950
H -3.876 0.414 1.101
C 4.566 -1.582 0.583
Cl 4.029 -1.310 -1.080
Cl 3.564 -2.806 1.367
Cl 6.263 -2.029 0.628
H 4.443 -0.654 1.124
*
```

No. 6
C6H5ClN2 in the gas phase at a distorted geometry. Source: the OMol25 dataset; level of theory: ωB97M-V with the def2-TZVPD basis set.

Summary:
Orbital gap in Ha: 0.377
Electronic energy in Ha: -801.26073
F_max in eV/Å: 3.640
Energy above the lowest of the compared OMol25 structures with the same formula, charge and spin in kcal per mole: 31.13
SMILES string: N#C[C@@]1(Cl)C=CCC=N1

ORCA input file:
```
! RIJCOSX wB97M-V def2-TZVPD def2/J DEFGRID3
* xyz 0 1
N -4.244 1.955 -0.061
C -3.441 1.141 0.033
C -2.323 0.202 0.164
Cl -2.959 -1.480 -0.190
C -1.351 0.618 -0.984
C -0.105 0.206 -0.844
C 0.209 -0.706 0.276
C -0.503 -0.236 1.486
N -1.681 0.125 1.474
H -1.841 1.409 -1.620
H 0.744 0.203 -1.522
H -0.132 -1.700 -0.148
H 1.260 -0.768 0.424
H -0.103 -0.475 2.453
*
```

No. 7
A molecular structure, C6H5ClNO4 at a distorted geometry. Source: the OMol25 dataset; level of theory: ωB97M-V with the def2-TZVPD basis set.

Summary:
Orbital gap in Ha: 0.296
Electronic energy in Ha: -1047.53627
F_max in eV/Å: 5.082
Energy above the lowest of the compared OMol25 structures with the same formula, charge and spin in kcal per mole: 31.50

ORCA input file:
```
! RIJCOSX wB97M-V def2-TZVPD def2/J DEFGRID3
* xyz -1 1
C 1.047 1.559 -0.813
C -0.845 -0.782 0.843
C -0.892 -0.039 -1.681
C -0.455 1.271 -1.048
C -0.145 0.611 0.829
C 0.352 -1.829 0.913
N 1.202 0.966 0.378
O -1.052 -1.071 -0.919
O 1.933 1.935 -1.537
O -1.870 -0.943 1.519
O -1.097 0.046 -2.883
Cl -0.656 1.634 2.114
H -1.028 2.087 -1.393
H -0.104 -2.871 1.021
H 0.728 -1.802 1.925
H 0.843 -1.772 -0.085
H 2.037 0.998 0.819
*
```

No. 8
C6H5ClO in the gas phase at a distorted geometry. Source: the OMol25 dataset; level of theory: ωB97M-V with the def2-TZVPD basis set.

Summary:
Orbital gap in Ha: 0.366
Electronic energy in Ha: -766.85336
F_max in eV/Å: 6.583
Energy above the lowest of the compared OMol25 structures with the same formula, charge and spin in kcal per mole: 122.71
SMILES string: C#C[C@H]1O[C@H]1/C=C/Cl

ORCA input file:
```
! RIJCOSX wB97M-V def2-TZVPD def2/J DEFGRID3
* xyz 0 1
C 2.474 2.036 0.058
C 1.861 0.882 0.110
C 1.446 -0.529 -0.149
O 0.690 -1.368 0.966
C -0.060 -0.979 -0.281
C -1.161 -0.060 0.135
C -2.449 -0.286 -0.138
Cl -3.818 0.690 0.220
H 2.261 3.089 0.459
H 2.271 -1.100 -0.573
H -0.012 -1.745 -1.015
H -0.922 0.631 0.926
H -2.580 -1.261 -0.719
*
```

Computed values of lowest unoccupied orbital energy (unit: eV) for the preceding records, in sequence: 0.8811, 0.0552, 1.9020, 1.2872, -5.3350, -0.0495, 3.2851, 0.4616.